[1]
# C25H34N7NaO2SSi

A structure of composition C25H34N7NaO2SSi in a non-equilibrium geometry (wB97M-V/def2-TZVPD, the Open Molecules 2025 dataset).

```
71
Properties=species:S:1:pos:R:3
H 4.8128 -2.7927 -0.5251
C 4.0426 -4.2208 0.8980
H -4.7965 1.8662 3.1995
H -0.7764 2.4217 0.5647
N -3.0091 0.1780 1.1673
H -2.2668 -4.1239 -1.9407
N 1.8395 1.1508 0.4313
C -3.5404 -0.6372 0.2923
C 1.2151 2.7219 -2.7760
H -0.6547 2.0093 2.2657
H 3.0707 3.5807 -2.2021
C 4.1284 1.7932 0.9977
N 2.0502 1.9798 -0.6843
H 2.7268 -1.1042 4.6920
H -3.7473 3.2945 3.3434
H 3.5455 0.3822 3.1744
H 4.6186 -4.4058 -1.1811
C -3.7610 2.2152 3.1578
C 2.2855 3.5991 -2.9455
H -0.5961 3.5983 -5.5074
N 0.8179 -3.0975 -0.3911
H -1.2078 -2.7111 -1.9845
H -3.2113 1.7241 3.9636
H -2.4354 -2.9453 -3.2409
H -1.5097 -2.5840 0.3547
N -1.0500 -3.2167 1.0221
H -3.5023 2.6480 -0.8007
C 2.7568 0.2379 2.4450
C 4.9151 -3.8506 -0.2924
H 4.3694 -3.6663 1.7829
C -1.2738 2.5307 1.5318
H -1.1640 -2.8396 1.9540
C 0.1895 2.7258 -3.7127
Na 0.1341 -0.2524 0.1257
C 2.5943 -3.9105 0.6577
H 3.9422 2.8513 0.8124
C -5.4591 -1.7247 -0.7585
C 2.3236 4.4655 -4.0278
C -3.2277 -2.2758 -1.3629
H 5.9633 -4.0641 -0.0761
H -3.9751 3.8362 0.4235
C 1.7333 -0.6446 2.7860
H -4.9914 2.4104 0.1176
H 4.1584 -5.2815 1.1428
H -4.9443 -3.2040 -2.2736
O 0.1888 0.9183 -1.6319
Si -2.9942 1.8056 1.4816
H -5.6060 -0.2399 0.7864
N -2.7195 -1.3981 -0.5048
H -1.2928 3.5953 1.7866
H 4.7985 1.6700 1.8506
C 0.2758 -3.4309 0.7314
S 1.3640 -4.1598 1.8474
C -3.9606 2.7685 0.1821
C -4.9592 -0.8272 0.1455
H -6.5350 -1.8475 -0.8568
H 4.6220 1.4171 0.0982
H 3.1644 5.1409 -4.1453
H 1.4868 -2.2762 4.1589
H -0.6201 2.0237 -3.5618
C 1.2864 4.4742 -4.9566
C 2.8377 1.0493 1.2400
C -2.2235 -3.0570 -2.1746
C 1.7591 -1.2195 4.1987
C 1.1267 1.7685 -1.5968
H 1.0036 -0.7081 4.8003
C 0.2199 3.6012 -4.7934
H 1.3122 5.1555 -5.7999
N 2.1679 -3.3879 -0.4371
O 0.7514 -1.0177 2.0771
C -4.5881 -2.4854 -1.5460
```

- charge = -2
- 2S+1 = 1
- E_LUMO (eV) = 4.0
- total energy (eV) = -64135.5952
- HOMO level (hartree) = -0.0290


[2]
# C25H34O4PPdSe2Si

A structure of composition C25H34O4PPdSe2Si (wB97M-V/def2-TZVPD, the Open Molecules 2025 dataset).

```
68
Properties=species:S:1:pos:R:3
H -1.6455 -3.5193 -1.9817
C 2.1094 2.9546 -2.2235
H 0.2589 -1.6864 -5.2339
C -2.5089 1.6320 -3.5961
C 2.0311 1.9649 5.4916
C -0.6158 -3.8078 3.4044
C 3.5324 -0.2521 -1.8576
O 1.3311 0.1858 0.3754
C 0.7944 -4.3978 1.5562
C -1.8813 1.5051 1.4954
C -1.3542 0.2294 1.2616
O -1.0734 1.6360 -3.6335
H -1.9594 4.9688 -1.5815
H -0.9085 -1.7236 3.7417
Se 2.1164 -1.5591 -1.8436
C 2.3910 1.0137 3.3154
H -0.8743 0.8211 4.1993
C 0.6796 1.6658 5.3970
C 0.3607 -2.0547 2.0301
H 3.0172 2.9155 -2.8193
Pd 0.1223 -0.4189 -1.1171
H 0.1071 -3.5640 -2.2412
H 1.7437 3.9771 -2.1942
H 1.2952 -5.1499 0.9585
H 2.4172 2.4517 6.3778
H -0.1507 -5.8283 2.8464
C -0.0088 -4.7797 2.6192
H 0.6252 -0.1446 -4.4463
H -1.0128 -3.8533 -3.6108
C 0.1867 1.0416 4.2595
C 2.8878 1.6396 4.4487
C 0.5544 -1.2198 -4.2943
H -2.8864 2.6540 -3.5610
H -2.8492 1.1570 -4.5115
C 1.0334 0.7035 3.2010
O -0.6020 3.5063 -1.9656
H 1.6388 -2.7772 0.4622
H 0.0097 1.9194 6.2086
C -3.9817 0.8612 0.5041
O 1.1527 2.0997 -2.8812
H -2.8819 1.0743 -2.7313
C -0.8481 -3.3014 -2.6883
H 3.3033 0.5483 -2.5487
Si 0.4247 -0.2059 1.6995
C -1.6360 4.0360 -1.1271
H 1.9343 -2.8681 -3.9595
H 2.3045 2.6017 -1.2092
H 2.7000 -1.3104 -4.2664
P -0.3153 1.9525 -2.2355
H -1.8157 -1.7316 0.5014
H -1.2685 2.2571 1.9812
H -1.2289 -4.0971 4.2481
H -5.0019 1.1057 0.2362
H 3.9423 1.8733 4.5210
C 1.8581 -1.7983 -3.7770
H -1.2376 4.2280 -0.1328
H 4.4373 -0.7821 -2.1449
C 0.9738 -3.0493 1.2698
C -0.4290 -2.4661 3.1112
H -3.5971 2.7832 1.3780
C -3.4736 -0.3980 0.2355
H 3.6027 0.1168 -0.8378
C -2.1766 -0.7150 0.6338
H -2.4799 3.3531 -1.0515
C -3.1866 1.8075 1.1474
H -4.0939 -1.1461 -0.2425
H 3.0686 0.7650 2.5057
Se -0.9626 -1.4002 -3.0767
```

- charge = +1
- 2S+1 = 1
- E_LUMO (eV) = -4.2
- total energy (eV) = -186002.5307
- HOMO level (hartree) = -0.4099


[3]
# C25H35BN2O6Tc

A structure of composition C25H35BN2O6Tc in a non-equilibrium geometry (wB97M-V/def2-TZVPD, the Open Molecules 2025 dataset).

```
70
Properties=species:S:1:pos:R:3
C 3.4521 2.5837 -1.4483
Tc -1.5706 0.8428 0.9488
H -1.5444 -0.0139 -3.4878
C -4.0798 -0.4171 -0.0106
O -1.8799 -0.7305 1.9186
H -1.1826 -3.5267 -2.5236
C -2.7242 -1.7390 1.6172
H 2.2425 0.5713 -3.3716
C 0.2601 0.9853 3.3126
O 0.5270 0.3550 -1.2944
C 3.8574 5.9017 -0.2370
C 2.1670 2.6800 2.3502
C 3.1259 3.7517 1.9231
O -1.1438 -1.2254 -1.1799
H 0.3496 -3.3122 -3.3678
C -4.4440 -3.9160 1.2172
H 5.4320 4.4029 -0.3500
H 1.5771 -0.7548 -4.3158
H -3.8770 -6.6298 1.6684
H -0.5191 0.3104 3.6414
C -5.2742 -0.1809 -0.8715
H 1.0841 2.4444 0.4929
H -1.6849 -2.9959 2.9921
H 3.9973 3.3633 -1.9773
H 1.7625 -1.8952 -0.6899
N 3.8809 3.6207 0.7595
H -5.4854 -2.6957 -0.1337
C 1.2527 1.4177 4.1690
H -5.9158 0.5430 -0.3635
H 5.0443 2.1463 -0.0681
C -3.8908 -6.2565 2.6919
C 1.1586 2.1878 1.5439
C 0.8994 -0.6918 -2.2769
O -3.2997 0.5946 0.0613
C 3.9809 2.4009 -0.0232
H 4.5345 6.6975 -0.5443
H 3.6005 1.6470 -1.9827
C 4.6964 4.7680 0.3636
C -4.6497 -2.7456 0.5468
H -4.9098 -6.0352 3.0079
H 2.3881 2.8194 -1.4586
C -3.8129 -1.6115 0.7016
H 1.2600 1.0836 5.1963
H 3.4635 1.5965 0.4939
C -0.4194 -1.5351 -2.4208
H 2.9601 2.7132 4.3453
H -4.9436 0.2793 -1.8021
C 1.3402 -0.0101 -3.5545
H 3.3045 5.5641 -1.1127
H -5.8573 -1.0658 -1.0904
O -3.0625 -5.0894 2.8131
H 2.8902 -0.7905 -1.4874
B -0.6002 -0.0948 -0.6787
C -3.3566 -4.0085 2.1107
H -3.4519 -6.9915 3.3566
C 2.0474 -1.4632 -1.6501
H 0.3163 -3.4050 -1.5992
H 3.1683 6.3042 0.5019
C 2.2000 2.3040 3.6922
N 0.1996 1.3781 2.0264
C -1.3175 -1.0788 -3.5582
H -0.8606 -1.2729 -4.5278
H -5.1090 -4.7505 1.0595
C -2.5095 -2.9153 2.2983
H 5.2064 5.1297 1.2573
H -2.2550 -1.6321 -3.5101
C -0.2119 -3.0344 -2.4747
O 3.2582 4.7357 2.6164
H 2.3832 -2.2671 -2.3040
H 0.5750 0.6547 -3.9484
```

- charge = +2
- 2S+1 = 4
- E_LUMO (alpha / beta) (eV) = -6.1 / -10.2
- total energy (eV) = -44619.0825
- HOMO level (alpha / beta) (hartree) = -0.4837 / -0.4674


[4]
# C25H35BeClF3I2KLiNaO9PS

A structure of composition C25H35BeClF3I2KLiNaO9PS in a non-equilibrium geometry (wB97M-V/def2-TZVPD, the Open Molecules 2025 dataset).

```
81
Properties=species:S:1:pos:R:3
H -1.8674 0.3377 -4.7696
I -2.6799 4.2468 3.4320
C -3.6527 -0.2600 -6.8440
C 1.0117 3.8385 -6.2945
C 2.6157 2.4891 0.5835
H -4.3303 1.9361 1.4672
P 0.1130 3.2610 1.7901
H 2.0777 4.4995 0.9966
H -1.0212 -6.2272 0.5825
O 2.0728 -1.4774 4.7928
H -3.6841 0.8193 -6.6879
C -1.9892 -0.6960 -5.1103
H -2.6037 -6.0447 1.3420
O -1.3568 -3.7491 1.3160
H 4.1216 -5.0569 6.5991
Na 2.0557 -1.3506 1.2430
H -4.5379 2.8349 -0.0959
H -4.9458 -1.9010 -6.1936
Li -4.6025 0.8792 0.2869
S -3.5048 -1.3270 -4.4033
C -4.5554 -0.9582 -5.8168
C 3.0660 -3.4944 5.5511
C 2.0060 3.5444 1.5095
H 2.5898 -0.3152 7.0082
C -4.0954 2.8563 0.9094
C -1.8017 2.8504 2.0237
C 3.7950 -4.0268 6.6329
F -0.0658 -7.8728 3.0584
H 0.4277 1.9937 2.4580
H 0.8092 -3.8369 2.9069
C -2.2211 -0.7644 -6.6171
H 2.5637 3.5799 2.4358
Cl 0.2573 4.2562 3.7781
C 0.4542 -4.7588 2.4458
H 0.6776 -5.5871 3.1222
C -1.0751 -4.6853 2.1916
H -1.2689 -6.8901 2.2294
H 1.0125 -4.9242 1.5220
H 2.5995 0.2992 0.5401
O -3.3994 -2.7564 -4.2649
C 2.9538 -1.3345 6.9466
O -0.9034 2.1569 -3.7334
H -1.5609 -4.6390 3.1812
H -0.2197 4.5228 1.1821
C 1.4150 2.5827 -3.8356
C -1.5273 -6.0392 1.5270
Be 0.4891 0.2514 3.3384
H 0.9004 4.3353 -7.2506
H 1.5262 2.0927 -2.8779
H 1.1169 1.0262 1.1219
F 2.2497 2.6882 -0.7354
C 2.6581 -2.0318 5.7031
F 4.0696 0.3440 9.0171
C 3.6449 -1.8613 7.9856
C 4.1825 -3.3496 7.8133
I -2.1109 1.0873 -0.4848
O 3.9264 -1.2869 9.0820
C 0.0869 2.6490 -4.3553
C 2.5009 3.1159 -4.5046
H 3.4984 3.0596 -4.0959
O 4.8777 -3.8603 8.6675
C -2.5675 2.8660 0.7216
C -0.0577 3.3099 -5.6248
H -1.4905 -0.1654 -7.1577
C 2.3345 3.7722 -5.7793
H -1.8698 1.8570 2.4594
O -3.8817 -0.4886 -3.2934
H 0.0682 2.5952 0.5078
O 2.7258 -4.0287 4.4981
H -2.1346 -1.7972 -6.9632
H 3.7016 2.5556 0.6168
K 4.6076 3.1760 -5.5463
C 2.1882 1.1342 1.1194
O 3.3286 4.2900 -6.4387
H -4.4569 3.7440 1.3970
H -3.9942 -0.4540 -7.8598
H -5.3748 -0.3219 -5.4937
H -1.0647 3.3665 -6.0231
H 2.5432 1.0799 2.1431
H -1.1524 -1.3009 -4.7707
H -2.2944 3.7389 0.1381
```

- charge = -1
- 2S+1 = 1
- E_LUMO (eV) = -2.1
- total energy (eV) = -123249.6504
- HOMO level (hartree) = -0.1292


[5]
# C25H35Br15O15

A structure of composition C25H35Br15O15 in a non-equilibrium geometry (wB97M-V/def2-TZVPD, the Open Molecules 2025 dataset).

```
90
Properties=species:S:1:pos:R:3
Br -0.7307 0.3795 7.6010
C 2.4952 -4.5398 0.9979
H 4.4264 3.7049 2.7137
Br 3.5529 0.0046 -5.5385
H -1.0476 -1.5988 -6.2475
H 2.6538 6.6265 0.3113
C -0.1233 -1.5955 -4.1926
H 0.2702 4.6702 -5.2471
Br 2.2543 4.1532 -3.8687
C 4.3023 0.6472 -3.8309
H -8.3897 -1.3767 2.8405
H 3.5126 5.8601 2.4890
H 0.9821 -3.6387 -1.4612
C -4.1535 -0.2488 2.0449
O 5.0794 6.5593 1.4736
Br -0.7432 1.1458 4.3956
C -7.4626 -1.4644 2.2740
H 0.3872 -1.0942 0.7292
H -0.7847 1.0653 -1.2784
C -1.8179 0.9657 6.0438
O 1.8402 -5.5995 1.5640
H -6.1608 1.3569 3.5557
H -1.2310 -0.9800 0.1250
H -6.8245 -2.2625 2.6535
H 4.6836 3.6403 0.9982
Br -2.3873 -3.2588 -1.0457
O 1.0789 2.6417 0.2995
O -5.2988 -0.6828 1.4668
H -7.6241 -1.9165 1.2954
Br -2.5248 -5.5038 1.2961
H 0.8955 -0.6075 -6.8569
C 1.2609 -6.3892 0.6923
H 3.5921 1.4049 -3.4998
C 6.2633 6.0150 1.7748
Br -2.9565 2.6498 6.4053
H -6.8034 0.4998 1.5830
O 6.1717 4.6875 1.9163
Br 0.4275 -4.0928 6.1014
H -3.1199 -3.0814 1.4751
C 2.0506 -3.8539 -1.4511
O 1.5117 -5.9456 -0.4981
C -6.4170 -0.3017 2.2127
O -4.4338 0.4781 3.1377
H -0.8823 2.2919 0.7297
O 1.1886 0.9315 -1.1594
O -1.8989 -0.2832 -4.9921
H -5.9927 -0.3309 4.2809
Br 0.2472 -2.6979 3.1764
H 0.2375 1.1893 1.5791
H 0.0534 -1.6408 5.4949
O -3.0399 -0.3982 1.5194
C 2.4996 -4.9135 -0.4199
Br -0.1052 6.3290 -3.2655
C 3.0228 5.6049 0.4029
C 1.8216 2.0515 -0.6972
H 3.3765 -5.3429 -0.9044
H -0.4009 0.4108 -6.9510
Br -0.7317 3.0672 -3.5094
O -2.8625 0.0349 -2.9938
C -0.0448 0.8105 -0.5197
C 4.8229 4.2748 1.8735
C 4.0197 5.5738 1.5676
Br 4.4981 -0.8117 -2.4118
H 2.3003 -4.0080 -2.5009
H 3.3297 5.2811 -0.5916
H 0.7406 0.7341 -5.6163
H -2.5211 0.1734 5.7871
H -0.3655 -2.6476 -4.3429
H -0.0173 -1.3813 -0.9235
O -0.8252 -0.9013 -3.1538
H 2.6138 -2.9291 -1.3260
Br 6.0429 1.5106 -4.2540
C 0.2398 -0.0424 -6.1945
C -3.2500 -3.8241 0.6879
C -5.8103 0.3319 3.4350
H 3.4973 -4.4945 1.4245
C 0.0522 1.7358 0.6544
Br -5.2491 -4.0580 0.4563
C -0.3246 -2.5759 5.0818
C -1.9405 -0.3421 -3.6960
H 0.9413 -1.3631 -4.2197
O 2.9101 2.4555 -1.0371
H 1.9258 -3.6185 1.1207
H 2.1392 5.0206 0.6598
O 0.5315 -7.3317 0.9016
C -0.2023 -0.6957 -0.0965
O 7.3694 6.5585 1.8149
C -0.6952 -0.9329 -5.4597
C 0.3580 4.5868 -4.1638
Br -2.2772 -2.5166 5.3011
```

- charge = 0
- 2S+1 = 1
- E_LUMO (eV) = -1.0
- total energy (eV) = -1107839.5474
- HOMO level (hartree) = -0.3713


[6]
# C25H35Br2Cl9N3O2P

A cluster of 5 separate species, C25H35Br2Cl9N3O2P in total in a non-equilibrium geometry (wB97M-V/def2-TZVPD, the Open Molecules 2025 dataset).

```
77
Properties=species:S:1:pos:R:3
H 5.3931 1.5446 -0.0865
H -5.4978 2.4772 1.4137
H -2.5194 -2.9778 2.2859
H -3.7822 1.3028 0.2649
C -3.5540 -0.7144 -0.1116
N 1.7438 -0.1174 2.8680
H -2.6971 -0.5040 -0.7533
H -1.8965 -0.9861 -2.6283
C 5.5709 8.6687 -1.2940
Cl 6.0648 10.0139 -2.3307
C -5.5504 0.4649 0.6558
H -1.8257 -2.2146 -3.8871
C 1.4900 -0.8357 -0.6871
H 3.1198 1.3078 -0.3341
H -2.4863 -2.6232 -2.2795
C -5.3536 3.6150 5.6308
Cl 0.5796 -7.6874 -0.3497
H 5.2693 0.1799 -1.2252
H -2.1952 -0.6037 1.5702
H 1.3013 2.2729 -1.2929
H 1.0440 -9.0985 -2.1672
H -3.8203 -1.0808 1.9912
H 0.6880 2.3366 -2.9453
Cl -4.2956 3.0358 4.3359
Br 2.9089 1.1422 -4.1420
C 1.9653 0.6659 -2.5713
H -4.1384 -1.4941 -0.5983
H -5.5673 2.7839 6.2914
H -4.8435 4.4098 6.1606
Cl 2.0664 -7.0865 -2.8084
N -0.3162 -2.0145 2.8499
C 0.1356 -4.2428 -2.2628
C 1.1807 -0.5229 3.9611
C 3.0998 0.6663 0.5496
C 5.3547 0.4536 -0.1699
C 3.0763 4.8840 -3.3107
Cl 4.3114 9.1364 -0.1448
Cl -6.8810 4.2433 5.0057
H 6.2922 0.0599 0.2194
H 6.4357 8.3327 -0.7354
H -4.9541 1.2165 2.5330
O -6.4041 -0.3516 0.3783
H 3.0333 1.2713 1.4517
C 0.4029 -1.7640 -0.7169
H -0.5083 -4.7285 -1.5306
H -1.6499 -3.3496 -0.5491
H 0.0253 1.1529 -1.8233
H 2.4514 5.1938 -4.1393
H -1.0277 -4.0230 0.9325
P 0.0126 -2.4288 -2.3958
C 0.2545 -1.5983 1.6778
H 1.5057 -0.1104 4.9091
C 1.9318 -0.2807 0.4869
C 1.5995 -8.3306 -1.6432
C 0.9377 1.6680 -2.1260
H 2.4992 -8.7375 -1.1987
C -3.0390 -1.2125 1.2357
H 3.2932 3.8236 -3.3607
Cl 2.2152 5.2162 -1.8015
H 5.1793 7.8791 -1.9228
Br 3.4578 -1.7463 -2.5378
C 2.1951 -0.4818 -1.9446
C -2.6598 -2.6889 1.2466
H -6.6921 1.4105 2.2022
H -0.0687 -4.6676 -3.2462
H -3.4864 -3.2978 0.8736
C 1.3050 -0.6602 1.6919
H 1.1784 -4.4627 -2.0386
C -0.2288 -2.1274 0.4555
C 0.1435 -1.5005 3.9333
O 4.3049 -0.0941 0.5978
C -5.6952 1.4673 1.7764
Cl 4.6052 5.7707 -3.4041
C -1.3823 -3.0959 0.4713
C -1.7317 -2.0465 -2.8156
Cl -0.5348 -1.9955 5.4469
N -4.3395 0.5170 -0.0440
```

- charge = 0
- SMILES string = COCc1c(/C(Br)=C(\C)Br)c(P(C)C)c(CCCCNC(C)=O)c2nc(Cl)cnc12.ClCCl.ClCCl.ClCCl.ClCCl
- 2S+1 = 1
- E_LUMO (eV) = -0.7
- total energy (eV) = -297133.4297
- HOMO level (hartree) = -0.3006